(w)
An isolated molecule of C3H7NO3. Source: OMol25; level of theory: ωB97M-V/def2-TZVPD.

Each line ends with the Löwdin charge.
Geometry (Å):
C 1.45182 0.81516 0.83907  -0.040
O 0.94955 -0.04545 -0.19124  -0.058
C -0.37367 -0.09177 -0.29522  -0.412
C -0.89352 -1.52747 -0.70158  -0.184
O -0.14530 -2.52895 -0.13029  -0.029
N -1.16986 0.85630 -0.40246  0.060
O -0.68712 2.22666 -0.25943  -0.112
H 1.31043 1.83793 0.37893  0.099
H 0.75455 0.83297 1.67758  0.096
H 2.38783 0.52505 1.20165  0.071
H -0.88269 -1.52980 -1.84954  0.141
H -1.97460 -1.54239 -0.33547  0.141
H 0.78386 -2.45927 -0.18286  0.070
H -1.51127 2.63104 0.25085  0.156

Values from the calculation:
HOMO level: -9.845 eV
frontier orbital gap: 10.56 eV

(x)
An isolated molecule of C3H7NO3. Source: OMol25; level of theory: ωB97M-V/def2-TZVPD.

Each line ends with the Löwdin charge.
Geometry (Å):
O 2.75801 0.85625 -0.29206  0.085
C 1.55508 0.72943 -0.23098  -0.615
O 0.70159 1.77336 -0.30639  0.116
N 0.91133 -0.45602 0.00420  0.056
C -0.39800 -0.73722 -0.63014  -0.131
C -1.54820 -0.53035 0.34502  -0.251
O -1.27308 0.13013 1.56094  -0.067
H 1.27356 2.55720 -0.32373  0.134
H 1.53267 -1.22813 0.16606  0.145
H -0.48017 -0.14118 -1.52528  0.118
H -0.29618 -1.77370 -0.92340  0.117
H -2.12452 -1.44981 0.48965  0.108
H -2.29263 0.17497 -0.04439  0.116
H -0.31947 0.09506 1.71050  0.070

Values from the calculation:
HOMO level: -10.072 eV
frontier orbital gap: 10.69 eV

Taking the most stable structure as the zero point, the relative energies in kcal/mol are (w) 79.8; (x) 0.0.

(w)
An isolated molecule of C5H10N2O3S. Source: OMol25; level of theory: ωB97M-V/def2-TZVPD.

Each line ends with the Löwdin charge.
Geometry (Å):
C -0.75930 0.16778 2.02481  -0.061
N 0.44625 -0.40229 1.50287  -0.190
N 1.59475 -0.58060 2.31118  0.048
O 2.74699 -0.60792 1.75377  -0.047
C 0.61606 -0.46231 0.12543  -0.474
C -0.40126 -1.11569 -0.60534  -0.222
C -1.23315 -0.03182 -1.28566  -0.237
C -0.18757 0.93127 -1.84812  -0.208
S 1.21587 1.06221 -0.59826  0.799
O 2.61752 0.87100 -1.04935  -0.320
O 0.98571 2.15704 0.39003  -0.335
H -1.01935 1.12453 1.61529  0.072
H -0.90368 -0.21188 3.11503  0.128
H -1.76261 -0.45080 1.64531  0.121
H 1.70813 -0.75733 0.11864  0.123
H -0.17445 -1.89699 -1.44677  0.160
H -1.14638 -1.66284 0.10771  0.147
H -2.15650 0.27058 -0.62754  0.140
H -1.59660 -0.68934 -2.24614  0.159
H -0.68104 1.85310 -2.28090  0.127
H 0.09059 0.43231 -2.72200  0.069

Values from the calculation:
HOMO level: -9.762 eV
frontier orbital gap: 9.81 eV

(x)
A cluster of 2 separate species, C5H10N2O3S in total. Source: OMol25; level of theory: ωB97M-V/def2-TZVPD.

Each line ends with the Löwdin charge.
Geometry (Å):
C -1.17521 0.16716 0.43584  -0.237
C -0.47013 -0.93719 -0.38774  -0.108
C 0.89336 0.97328 0.03615  -0.318
C 2.00126 1.91791 -0.18896  -0.025
C 1.86749 -1.24516 0.41382  -0.009
N -0.25973 1.18723 0.52718  0.099
N 0.96351 -0.50045 -0.47276  -0.080
O -4.22105 1.24837 0.29511  -0.295
O -3.52771 -0.40138 -1.41172  -0.328
O -3.78920 -1.09993 0.92714  -0.320
S -3.66559 -0.03029 -0.02494  0.555
H -1.57574 -0.11298 1.39813  0.075
H -0.53883 -1.92564 0.06066  0.125
H -0.89627 -0.96882 -1.39266  0.116
H 2.84763 1.73283 0.47307  0.077
H 1.61748 2.91184 0.02523  0.093
H 2.35158 1.89169 -1.22140  0.083
H 1.47022 -1.18619 1.42592  0.118
H 1.94175 -2.28936 0.11409  0.104
H 2.85772 -0.79384 0.39934  0.097
H 1.30747 -0.53906 -1.43151  0.178

Values from the calculation:
HOMO level (alpha / beta): -7.593 / -7.592 eV
frontier orbital gap (alpha / beta): 7.47 / 7.47 eV

Taking the most stable structure as the zero point, the relative energies in kcal/mol are (w) 70.5; (x) 0.0.